1.
Below is 2 unconnected molecules or ions with the total composition C6H12NO at a distorted geometry, with properties calculated with ωB97M-V/def2-TZVPD.

Structure (XYZ):
```
20
Properties=species:S:1:pos:R:3:mulliken_charge:R:1
O 1.641 0.204 1.452 -0.558
N 0.893 -1.589 -0.626 -0.263
C -1.084 -0.232 -1.596 -0.548
C 0.034 -0.430 -0.749 0.041
C 0.137 0.538 -1.885 -0.741
C -0.682 1.400 1.486 -0.496
C 0.291 0.352 1.155 0.510
C -0.844 0.020 2.054 -0.666
H -0.610 -0.265 3.030 0.332
H 0.033 1.550 -1.579 0.256
H 2.124 1.056 1.538 0.378
H -1.966 0.403 -1.475 0.279
H 0.876 -2.476 -1.254 0.385
H -1.142 -1.109 -2.330 0.227
H 0.596 0.271 -2.803 0.347
H -1.369 1.598 0.631 0.205
H 1.183 -1.897 0.327 0.330
H 1.719 -1.039 -1.119 0.521
H -1.577 -0.599 1.602 0.204
H -0.253 2.244 2.141 0.257
```

Properties
- charge = +1
- multiplicity = 1

=====

2.
Below is C6H12NO2P in the gas phase at a distorted geometry, with properties calculated with ωB97M-V/def2-TZVPD.

Structure (XYZ):
```
22
Properties=species:S:1:pos:R:3:mulliken_charge:R:1
P 1.444 -1.082 -1.199 -0.022
O 1.313 0.365 -2.048 -0.374
O 1.908 -0.532 0.259 -0.359
N -0.202 -1.002 -0.798 0.020
C -0.057 0.889 -2.334 -0.216
C 0.998 -0.052 1.160 0.442
C -1.175 -1.366 1.528 -1.741
C -0.928 -0.400 -1.821 -0.755
C -0.495 -0.366 0.617 0.247
C 1.093 1.413 1.466 -1.639
H -0.641 -2.268 1.333 0.455
H 0.335 1.593 2.182 0.460
H -2.208 -1.504 1.259 0.377
H -2.020 -0.160 -1.644 0.318
H 1.133 -0.690 1.981 0.413
H -1.137 0.640 0.642 0.326
H -0.075 0.989 -3.382 0.324
H -0.129 1.826 -1.753 0.167
H -1.102 -1.149 2.555 0.400
H 2.023 1.600 1.919 0.433
H 0.940 2.211 0.770 0.297
H -1.017 -0.958 -2.690 0.426
```

Properties
- multiplicity = 1
- SMILES = C[C@@H]1OP2OCCN2[C@H]1C

=====

Values of LUMO energy, in order: -0.12472 0.03531, all in Eh.
Values of relative energy (zero: lowest compared OMol25 entry of this formula, charge and spin), in order: 435.5 153.0, all in kJ/mol.